(1)
Density functional theory data (wB97M-V/def2-TZVPD) for a molecular structure, C15H19ClSiTi at a distorted geometry.

<S²>	0.755
Kohn-Sham gap (alpha / beta)	6.70 / 6.89	eV
net charge	-1
2S+1	2

Structure (XYZ):
```
37
C15H19ClSiTi (wB97M-V/def2-TZVPD)
C 0.3997 -0.4676 -2.0364
C 1.2513 -1.6000 -2.1967
C 2.5557 -1.2053 -1.7142
H 0.9693 -2.4920 -2.7498
C 2.4589 0.0981 -1.1258
C 1.1622 0.5903 -1.4065
H 0.7389 1.5382 -1.1549
H -0.6643 -0.4487 -2.2663
H 3.4925 -1.7354 -1.8649
H 3.2466 0.6299 -0.6372
Ti 0.8129 -1.7291 -0.0184
Cl -1.4640 -2.1925 -0.3514
C 1.0771 -3.4094 1.1795
C 2.4528 -2.9482 1.2625
C 3.1160 -3.3244 0.0509
H 2.9594 -2.6219 2.1672
C 2.1494 -3.8877 -0.8366
C 0.8963 -3.9623 -0.1522
H 0.0233 -4.4851 -0.5100
H 0.3971 -3.4922 2.0218
H 4.1944 -3.3533 -0.0995
H 2.3716 -4.3126 -1.8103
C -1.7890 3.5991 2.4975
Si -1.9779 2.6760 0.9035
C -3.8288 2.3384 0.8506
C -1.9217 3.9955 -0.4842
C -0.9911 1.0521 0.8928
C -0.2955 -0.0074 0.9088
H -2.5279 4.3974 2.5131
H -0.8165 4.0503 2.6344
H -2.0309 2.9399 3.3323
H -4.2773 3.3179 1.0781
H -4.1827 2.0066 -0.1375
H -4.1466 1.6255 1.6267
H -0.9426 4.4766 -0.5938
H -2.2341 3.5338 -1.4396
H -2.6345 4.8095 -0.3334
```



(2)
Density functional theory data (wB97M-V/def2-TZVPD) for C4H12N2O in the gas phase at a distorted geometry.

energy relative to the best compared isomer or geometry (same formula, charge and spin)	74.37	kcal per mole
structure (SMILES)	CNCCNCO
Kohn-Sham gap	9.40	eV

Structure (XYZ):
```
19
C4H12N2O (wB97M-V/def2-TZVPD)
C -2.3848 -1.6419 -0.7187
N -1.2215 -1.0573 -0.0050
C -1.2549 0.3081 0.2368
C 0.0587 0.5451 1.0873
N 1.0380 1.0334 -0.0239
C 2.4653 0.8832 0.2129
O 3.3181 1.0115 -1.0608
H -3.2236 -0.9519 -0.8177
H -2.6726 -2.6772 -0.3558
H -1.9790 -1.8036 -1.6788
H -0.3773 -1.5160 -0.3306
H -2.1916 0.4379 0.9049
H -1.2215 1.0401 -0.6341
H -0.0853 1.1701 2.0503
H 0.4756 -0.4161 1.3915
H 0.8771 1.9382 -0.4200
H 2.9429 1.6024 0.9587
H 2.5125 -0.1628 0.6854
H 2.9240 0.2569 -1.4824
```



(3)
Density functional theory data (wB97M-V/def2-TZVPD) for 2 unconnected molecules or ions with the total composition C2H3BrO2 at a distorted geometry.

energy relative to the best compared isomer or geometry (same formula, charge and spin)	170.10	kcal per mole
Kohn-Sham gap (alpha / beta)	8.93 / 5.83	eV

Structure (XYZ):
```
8
C2H3BrO2 (wB97M-V/def2-TZVPD)
C 0.3214 -0.3233 0.3725
C 0.3997 0.8143 -0.5566
O -0.0794 -1.5425 -0.0868
O 1.2297 -1.3339 0.1356
Br -3.1740 0.4819 0.3127
H 0.1054 -0.2270 1.4981
H 0.7979 0.3797 -1.5080
H 0.3993 1.7508 -0.1675
```



(4)
Density functional theory data (wB97M-V/def2-TZVPD) for a molecular structure, C16H22AsAuClO2SSe.

energy relative to the best compared isomer or geometry (same formula, charge and spin)	5.41	kcal per mole
<S²>	2.010
Kohn-Sham gap (alpha / beta)	6.91 / 6.59	eV
net charge	-1
2S+1	3

Structure (XYZ):
```
45
C16H22AsAuClO2SSe (wB97M-V/def2-TZVPD)
Au 0.9916 0.8735 -0.0809
Cl -0.6181 7.6153 -2.6773
C -0.2778 6.1828 -1.7276
C 0.5758 6.2771 -0.6214
C 0.8692 5.1644 0.1199
C 0.3158 3.8821 -0.1763
O 0.6353 2.8915 0.5841
C -0.5679 3.8294 -1.2913
C -1.2311 2.6039 -1.7177
O -1.2176 1.5402 -1.1320
C -0.8357 4.9785 -2.0524
H 1.0052 7.2372 -0.3634
H 1.5336 5.2232 0.9723
H -1.7904 2.6898 -2.6713
H -1.5093 4.9014 -2.8988
C 3.1151 -3.9481 -1.4585
C 1.6425 -3.6106 -1.1960
C 1.1487 -4.3812 0.0367
C 0.7887 -3.9973 -2.4097
C 1.4982 -2.1698 -0.9332
C 1.2810 -1.0125 -0.6576
H 3.2369 -5.0235 -1.6203
H 3.7312 -3.6495 -0.6093
H 3.4772 -3.4183 -2.3408
H 1.2735 -5.4581 -0.1140
H 0.0923 -4.1691 0.2113
H 1.7124 -4.0842 0.9229
H 0.8041 -5.0817 -2.5568
H 1.1703 -3.5180 -3.3130
H -0.2413 -3.6717 -2.2612
C -0.2335 -1.4641 2.5111
As -1.8416 -0.8405 1.6452
C -3.1456 -1.4259 2.9666
C -1.9611 1.0660 1.9490
S -2.4236 -1.7611 -0.1368
H -0.2704 -1.1450 3.5529
H 0.6660 -1.0886 2.0310
H -0.2620 -2.5508 2.4463
H -2.8864 -1.0892 3.9717
H -3.1911 -2.5121 2.9273
H -4.1161 -1.0251 2.6782
H -2.0744 1.1910 3.0258
H -2.8471 1.4229 1.4275
H -1.0879 1.6069 1.5922
Se 3.0655 0.9188 1.4457
```



(5)
Density functional theory data (wB97M-V/def2-TZVPD) for C21H28BNO6 in the gas phase at a distorted geometry.

structure (SMILES)	CCC(=O)OCCc1cc2c(cc1B(N)O)C(=O)C=C(OC[C@@H](C)C(C)C)C2=O
Kohn-Sham gap	8.79	eV

Structure (XYZ):
```
57
C21H28BNO6 (wB97M-V/def2-TZVPD)
C 3.4998 -0.4983 0.2616
C 4.1787 -1.0943 -0.9810
C 3.1787 -1.6247 -1.9931
O 2.6613 -0.8872 -2.7984
O 2.9569 -2.9698 -1.9246
C 1.5655 -3.3074 -1.8824
C 1.0128 -3.3751 -0.4482
C -0.3026 -2.6500 -0.2317
C -0.7174 -1.6361 -1.0634
C -1.8853 -0.9792 -0.8415
C -2.7105 -1.3198 0.1996
C -2.3244 -2.3255 1.0376
C -1.1253 -2.9746 0.8476
B -0.7984 -4.0853 1.9527
N 0.5506 -4.3140 2.4684
O -1.8609 -4.8202 2.4488
C -3.9912 -0.5409 0.3815
O -5.0266 -1.0526 0.7651
C -3.8767 0.9098 0.0233
C -3.0669 1.2488 -0.9658
O -2.8499 2.5250 -1.3659
C -1.4735 2.8908 -1.2875
C -0.9132 2.9450 0.1533
C 0.1547 1.8536 0.4182
C -0.3277 4.3469 0.4241
C -0.2930 4.6590 1.9375
C 1.0620 4.5710 -0.2323
C -2.3245 0.1586 -1.7203
O -2.1127 0.2142 -2.9142
H 2.6293 0.1069 0.0151
H 4.2327 0.1419 0.7545
H 3.2616 -1.2902 0.9740
H 4.9177 -1.8591 -0.7384
H 4.7312 -0.2984 -1.4814
H 1.0089 -2.6541 -2.5488
H 1.4801 -4.3039 -2.3150
H 0.9269 -4.4230 -0.1772
H 1.7401 -2.9280 0.2355
H -0.1368 -1.3172 -1.9206
H -2.9843 -2.5931 1.8518
H 0.9580 -5.1140 1.9970
H 1.1250 -3.4947 2.3241
H -2.0442 -4.5663 3.3586
H -4.4288 1.6417 0.5994
H -0.8186 2.2698 -1.9081
H -1.4136 3.8953 -1.7037
H -1.7162 2.7526 0.8706
H 0.6952 1.5679 -0.4858
H -0.2587 0.9826 0.9285
H 0.9000 2.2739 1.0999
H -0.9991 5.0997 0.0005
H -1.3272 4.7084 2.2752
H 0.2008 5.6250 2.0446
H 0.2777 3.8925 2.4635
H 1.7759 4.8237 0.5528
H 1.4071 3.7458 -0.8522
H 1.0187 5.4469 -0.8834
```



(6)
Density functional theory data (wB97M-V/def2-TZVPD) for a molecular structure, FH3N2O2S at a distorted geometry.

energy relative to the best compared isomer or geometry (same formula, charge and spin)	43.36	kcal per mole
Kohn-Sham gap (alpha / beta)	10.18 / 10.18	eV

Structure (XYZ):
```
9
FH3N2O2S (wB97M-V/def2-TZVPD)
N 1.4497 0.0688 -0.0699
N 0.4741 -0.5494 0.5916
O -2.1375 -0.6096 0.8671
O -1.2557 -0.7930 -1.3850
F -0.8592 1.7233 -0.1847
S -1.0968 -0.3924 -0.0466
H 1.7545 -0.3674 -0.9561
H 1.4059 0.9762 -0.3212
H 0.2650 -0.0565 1.5048
```



(7)
Density functional theory data (wB97M-V/def2-TZVPD) for a molecular structure, C37H35IN9OS2Ti at a distorted geometry.

energy relative to the best compared isomer or geometry (same formula, charge and spin)	23.10	kcal per mole
Kohn-Sham gap	5.49	eV
net charge	+1

Structure (XYZ):
```
86
C37H35IN9OS2Ti (wB97M-V/def2-TZVPD)
Ti 0.6525 -0.3268 0.7049
C 1.9393 5.3443 0.8394
C 2.8126 4.6043 0.0514
C 2.4762 3.3184 -0.3337
C 1.2560 2.7562 0.0400
C 0.3820 3.4996 0.8199
C 0.7315 4.7840 1.2215
N 0.9806 1.4131 -0.4014
C 1.1963 1.1727 -1.7222
C 1.0138 2.1105 -2.7736
C 1.2349 1.7291 -4.0652
C 1.6693 0.4216 -4.4173
C 1.8813 -0.4947 -3.4355
C 1.6428 -0.1126 -2.0951
N 1.8736 -0.9074 -1.0046
N 2.3470 -2.0649 -1.1329
C 2.5379 -2.6637 0.1368
C 3.1625 -3.8934 0.2225
C 3.4045 -4.4095 1.4850
C 3.0409 -3.6749 2.6058
C 2.4010 -2.4634 2.4247
N 2.1304 -1.9813 1.2103
H 2.1995 6.3480 1.1474
H 3.7607 5.0243 -0.2580
H 3.1664 2.7380 -0.9351
H -0.5682 3.0903 1.1212
H 0.0420 5.3470 1.8370
H 0.6857 3.1125 -2.5347
H 1.0661 2.4501 -4.8555
H 1.8239 0.1673 -5.4559
H 2.2087 -1.5027 -3.6480
H 3.4589 -4.4016 -0.6836
H 3.8883 -5.3708 1.5947
H 3.2383 -4.0341 3.6049
H 2.0811 -1.8547 3.2600
C -5.6293 -0.7419 -0.7275
C -4.9760 0.6106 -0.9385
N -3.9500 0.8979 0.0812
C -4.4151 1.6825 1.2323
C -4.2167 3.1735 1.0191
C -2.7000 0.4690 -0.0320
S -1.5911 0.8877 1.2013
N -2.4993 -0.2832 -1.1792
C -1.4834 -1.0440 -1.3291
O -0.5180 -1.1711 -0.4317
C -1.2722 -1.8117 -2.5714
C -0.4259 -2.9153 -2.5801
C -0.2130 -3.6160 -3.7579
C -0.8322 -3.2021 -4.9285
C -1.6759 -2.0964 -4.9219
C -1.9052 -1.4069 -3.7446
H -6.4061 -0.8996 -1.4755
H -6.0910 -0.8104 0.2584
H -4.8951 -1.5414 -0.8229
H -5.7082 1.4135 -0.8519
H -4.5217 0.6790 -1.9222
H -3.8927 1.3404 2.1236
H -5.4709 1.4417 1.3579
H -3.1586 3.4089 0.9086
H -4.6018 3.7260 1.8755
H -4.7427 3.5191 0.1282
H 0.0591 -3.2321 -1.6666
H 0.4348 -4.4822 -3.7622
H -0.6615 -3.7434 -5.8496
H -2.1556 -1.7752 -5.8363
H -2.5592 -0.5459 -3.7233
S -0.0282 1.3961 3.9469
C 1.4956 1.4563 3.2015
C 2.4670 2.3789 3.6992
C 3.7286 2.4230 3.2066
C 4.0855 1.5474 2.1573
C 3.1291 0.7357 1.6537
N 1.8391 0.6674 2.1434
H 2.1491 3.0255 4.5043
H 4.4508 3.1211 3.6090
H 5.0770 1.5356 1.7286
H 3.3667 0.0836 0.8225
I -1.4877 -5.7019 3.1821
C -0.9779 -3.7248 3.0310
C -0.8232 -2.8073 4.0539
N -0.4712 -1.6480 3.4892
N -0.4059 -1.7463 2.1582
C -0.7099 -3.0107 1.8627
H -0.9598 -2.8976 5.1180
H -0.3417 -0.6870 3.8824
H -0.7266 -3.3533 0.8413
```



(8)
Density functional theory data (wB97M-V/def2-TZVPD) for 2 unconnected molecules or ions with the total composition C5H13NOS at a distorted geometry.

energy relative to the best compared isomer or geometry (same formula, charge and spin)	26.12	kcal per mole
structure (SMILES)	CCC=O.NCCS
Kohn-Sham gap	10.01	eV

Structure (XYZ):
```
21
C5H13NOS (wB97M-V/def2-TZVPD)
C 0.7281 1.5932 -1.6652
C 1.3925 0.7574 -0.5649
C 2.8891 0.7666 -0.7710
O 3.6866 1.1247 0.0476
H 1.0942 2.6147 -1.7360
H -0.3452 1.6308 -1.4721
H 0.8689 1.0809 -2.6164
H 1.2266 1.0855 0.4623
H 1.0472 -0.2790 -0.6132
H 3.1868 0.3950 -1.7696
N -0.2133 -2.2115 0.6776
C -1.5200 -1.6566 1.1294
C -1.5680 -0.1844 0.8006
S -3.2992 0.3988 1.0594
H 0.4755 -1.9475 1.3869
H -0.2701 -3.2059 0.8436
H -1.6578 -1.8345 2.1997
H -2.3165 -2.1851 0.6082
H -0.9239 0.3904 1.4600
H -1.3457 -0.0321 -0.2494
H -3.1359 1.6988 0.7825
```



no.,molecular weight (g/mol)
1,310.72
2,104.15
3,138.95
4,664.72
5,401.27
6,114.10
7,860.65
8,135.23